# 1
# C16H23N3OS

A single C16H23N3OS molecule at a distorted geometry (the ωB97M-V functional and the def2-TZVPD basis, OMol25).

**Total charge**: 0
**SMILES**: CCCCCC(=O)NNC1=NC[C@@H](Cc2ccccc2)S1

Last columns: bonded neighbours and bond lengths (Å).
Atoms and positions in Å:
1 C 5.081 -0.818 -4.587  C2 1.524, H42 1.088, H43 1.087, H44 1.088
2 C 3.739 -0.204 -4.207  C1 1.524, C3 1.527, H40 1.092, H41 1.091
3 C 3.039 -1.019 -3.122  C2 1.527, C4 1.529, H38 1.093, H39 1.093
4 C 1.626 -0.529 -2.806  C3 1.529, C5 1.534, H36 1.093, H37 1.092
5 C 1.608 0.865 -2.165  C4 1.534, C6 1.511, H34 1.089, H35 1.091
6 C 0.186 1.240 -1.818  C5 1.511, O7 1.215, N8 1.356
7 O -0.559 1.885 -2.528  C6 1.215
8 N -0.212 0.802 -0.598  C6 1.356, H9 1.009, N10 1.401
9 H 0.286 0.128 -0.035  N8 1.009
10 N -1.539 0.989 -0.191  N8 1.401, C11 1.350, H33 1.016
11 C -2.169 -0.047 0.401  N10 1.350, N12 1.265, S32 1.788
12 N -1.591 -1.072 0.864  C11 1.265, C13 1.433
13 C -2.481 -1.964 1.547  N12 1.433, H14 1.091, H15 1.097, C16 1.543
14 H -1.972 -2.372 2.422  C13 1.091
15 H -2.726 -2.797 0.876  C13 1.097
16 C -3.762 -1.210 1.961  C13 1.543, H17 1.091, C18 1.538, S32 1.829
17 H -4.644 -1.847 1.889  C16 1.091
18 C -3.678 -0.601 3.370  C16 1.538, C19 1.503, H30 1.092, H31 1.093
19 C -2.458 0.261 3.535  C18 1.503, C20 1.390, C24 1.389
20 C -2.473 1.587 3.117  C19 1.390, C21 1.383, H29 1.080
21 C -1.327 2.359 3.176  C20 1.383, C22 1.384, H28 1.080
22 C -0.151 1.820 3.669  C21 1.384, C23 1.384, H27 1.080
23 C -0.135 0.512 4.120  C22 1.384, C24 1.383, H26 1.080
24 C -1.280 -0.261 4.054  C19 1.389, C23 1.383, H25 1.081
25 H -1.257 -1.280 4.416  C24 1.081
26 H 0.774 0.089 4.523  C23 1.080
27 H 0.745 2.420 3.712  C22 1.080
28 H -1.353 3.383 2.836  C21 1.080
29 H -3.388 2.017 2.736  C20 1.080
30 H -4.581 -0.011 3.543  C18 1.092
31 H -3.660 -1.423 4.090  C18 1.093
32 S -3.925 0.105 0.700  C11 1.788, C16 1.829
33 H -2.039 1.576 -0.854  N10 1.016
34 H 1.986 1.602 -2.872  C5 1.089
35 H 2.229 0.872 -1.268  C5 1.091
36 H 1.150 -1.239 -2.125  C4 1.093
37 H 1.036 -0.502 -3.724  C4 1.092
38 H 2.974 -2.058 -3.453  C3 1.093
39 H 3.641 -1.002 -2.210  C3 1.093
40 H 3.099 -0.156 -5.090  C2 1.092
41 H 3.903 0.816 -3.857  C2 1.091
42 H 5.738 -0.868 -3.721  C1 1.088
43 H 5.571 -0.222 -5.354  C1 1.087
44 H 4.946 -1.826 -4.972  C1 1.088

# 2
# C16H23N4O

A 5-piece molecular cluster, C16H23N4O overall at a distorted geometry (the ωB97M-V functional and the def2-TZVPD basis, OMol25).

**Total charge**: +1

Last columns: bonded neighbours and bond lengths (Å).
Atoms and positions in Å:
1 O -0.046 0.502 -0.101  H2 0.986, H3 1.065, H4 1.065
2 H -0.168 -0.273 0.497  O1 0.986
3 H 0.360 1.460 0.126  O1 1.065
4 H -1.063 0.752 -0.297  O1 1.065
5 N 1.467 -3.564 -1.782  C6 1.401, C9 1.390, H10 1.037
6 C 0.376 -2.799 -2.215  N5 1.401, C7 1.320, H11 1.002
7 C 0.709 -1.531 -2.370  C6 1.320, C8 1.539, H12 1.042
8 C 2.108 -1.468 -1.731  C7 1.539, C9 1.373, H13 1.073
9 C 2.579 -2.751 -1.596  N5 1.390, C8 1.373, H14 1.129
10 H 1.537 -4.594 -1.681  N5 1.037
11 H -0.502 -3.139 -2.557  C6 1.002
12 H 0.067 -0.825 -2.789  C7 1.042
13 H 2.828 -0.673 -1.698  C8 1.073
14 H 3.612 -3.179 -1.442  C9 1.129
15 N -2.386 1.402 -1.816  C16 1.438, C19 1.403, H20 1.047
16 C -3.072 0.486 -0.945  N15 1.438, C17 1.402, H21 1.100
17 C -3.167 1.113 0.305  C16 1.402, C18 1.508, H22 1.093
18 C -2.447 2.438 0.277  C17 1.508, C19 1.426, H23 1.063
19 C -2.132 2.585 -1.106  N15 1.403, C18 1.426, H24 1.235
20 H -2.252 1.305 -2.850  N15 1.047
21 H -3.435 -0.404 -1.479  C16 1.100
22 H -3.686 0.791 1.211  C17 1.093
23 H -2.624 3.185 1.012  C18 1.063
24 H -1.974 3.566 -1.839  C19 1.235
25 N 0.391 -2.109 0.968  C26 1.345, C29 1.381, H30 0.962
26 C 0.856 -1.630 2.136  N25 1.345, C27 1.284, H31 1.043
27 C -0.205 -1.340 2.799  C26 1.284, C28 1.496, H32 1.202
28 C -1.449 -1.747 2.074  C27 1.496, C29 1.427, H33 1.143
29 C -0.977 -2.212 0.810  N25 1.381, C28 1.427, H34 0.956
30 H 0.955 -2.436 0.261  N25 0.962
31 H 1.879 -1.503 2.295  C26 1.043
32 H -0.170 -1.038 3.962  C27 1.202
33 H -2.552 -1.741 2.373  C28 1.143
34 H -1.453 -2.735 0.166  C29 0.956
35 N 1.845 2.782 -0.125  C36 1.436, C39 1.392, H40 1.149
36 C 0.817 3.348 0.703  N35 1.436, C37 1.421, H41 1.042
37 C 0.906 2.491 1.833  C36 1.421, C38 1.464, H42 1.143
38 C 2.102 1.649 1.772  C37 1.464, C39 1.391, H43 1.034
39 C 2.597 1.779 0.479  N35 1.392, C38 1.391, H44 1.078
40 H 1.845 3.225 -1.185  N35 1.149
41 H 0.029 3.953 0.388  C36 1.042
42 H 0.175 2.655 2.696  C37 1.143
43 H 2.409 1.034 2.544  C38 1.034
44 H 3.304 1.197 -0.090  C39 1.078

# 3
# C16H23N5O3S2

A single C16H23N5O3S2 molecule at a distorted geometry (the ωB97M-V functional and the def2-TZVPD basis, OMol25).

**Total charge**: 0
**SMILES**: CCOC(=O)Cc1csc(NC(=O)CSc2nnc(C(C)C)n2CC)n1

Last columns: bonded neighbours and bond lengths (Å).
Atoms and positions in Å:
1 C 5.151 1.276 -0.507  C2 1.482, H47 1.088, H48 1.201, H49 1.063
2 C 4.218 0.196 -0.907  C1 1.482, H3 1.043, H4 1.176, O5 1.451
3 H 4.625 -0.457 -1.611  C2 1.043
4 H 3.222 0.622 -1.366  C2 1.176
5 O 3.718 -0.700 0.118  C2 1.451, C6 1.543
6 C 2.744 -0.060 1.129  O5 1.543, O7 1.174, C8 1.314
7 O 2.194 0.975 1.072  C6 1.174
8 C 2.454 -0.869 2.123  C6 1.314, C9 1.520, H45 1.007, H46 1.161
9 C 1.058 -1.436 1.927  C8 1.520, C10 1.336, N13 1.489
10 C 0.068 -1.362 2.821  C9 1.336, S11 1.695, H44 1.069
11 S -1.395 -1.955 2.205  C10 1.695, C12 1.862
12 C -0.418 -2.547 0.733  S11 1.862, N13 1.345, N14 1.225
13 N 0.916 -2.390 0.793  C9 1.489, C12 1.345
14 N -0.807 -3.334 -0.121  C12 1.225, C15 1.541, H43 1.173
15 C -0.504 -3.431 -1.629  N14 1.541, O16 1.102, C17 1.446
16 O -1.186 -4.118 -2.156  C15 1.102
17 C 0.797 -2.835 -1.842  C15 1.446, H18 1.026, H19 1.045, S20 2.048
18 H 0.968 -3.000 -2.840  C17 1.026
19 H 1.677 -2.828 -1.279  C17 1.045
20 S 0.665 -0.793 -1.751  C17 2.048, C21 1.682
21 C -0.947 -0.487 -1.379  S20 1.682, N22 1.330, N25 1.464
22 N -2.040 -1.197 -1.119  C21 1.330, N23 1.226
23 N -2.947 -0.528 -0.635  N22 1.226, C24 1.262
24 C -2.605 0.607 -0.200  N23 1.262, N25 1.602, C33 1.361
25 N -1.230 0.890 -0.970  C21 1.464, C24 1.602, C26 1.414
26 C -0.302 1.908 -0.648  N25 1.414, C27 1.432, H31 1.154, H32 0.971
27 C -0.236 2.385 -1.996  C26 1.432, H28 1.223, H29 1.179, H30 0.963
28 H -1.183 3.045 -2.399  C27 1.223
29 H 0.312 3.407 -1.785  C27 1.179
30 H 0.235 1.850 -2.643  C27 0.963
31 H -0.817 2.679 0.039  C26 1.154
32 H 0.564 1.551 -0.395  C26 0.971
33 C -3.327 1.608 0.373  C24 1.361, C34 1.619, C38 1.771, H42 1.048
34 C -4.863 1.211 0.051  C33 1.619, H35 1.072, H36 1.326, H37 0.915
35 H -5.083 1.389 -0.983  C34 1.072
36 H -5.401 2.253 0.669  C34 1.326
37 H -5.088 0.335 0.190  C34 0.915
38 C -3.063 1.474 2.119  C33 1.771, H39 1.015, H40 1.157, H41 1.146
39 H -3.363 0.510 2.224  C38 1.015
40 H -3.746 2.328 2.499  C38 1.157
41 H -1.923 1.527 2.217  C38 1.146
42 H -3.215 2.642 0.245  C33 1.048
43 H -1.848 -3.851 0.040  N14 1.173
44 H -0.096 -0.927 3.784  C10 1.069
45 H 3.108 -1.631 2.204  C8 1.007
46 H 2.644 -0.382 3.161  C8 1.161
47 H 5.485 1.656 -1.470  C1 1.088
48 H 6.106 0.683 -0.084  C1 1.201
49 H 4.705 2.111 -0.024  C1 1.063

# 4
# C16H23NO4

A single C16H23NO4 molecule (the ωB97M-V functional and the def2-TZVPD basis, OMol25).

**Total charge**: 0
**SMILES**: CCCCCCOc1ccc([C@@H](CC(N)=O)C(=O)O)cc1

Last columns: bonded neighbours and bond lengths (Å).
Atoms and positions in Å:
1 C -4.541 -1.637 1.373  C2 1.526, H42 1.086, H43 1.088, H44 1.088
2 C -4.467 -1.575 -0.150  C1 1.526, C3 1.535, H40 1.093, H41 1.092
3 C -5.057 -0.287 -0.741  C2 1.535, C4 1.531, H38 1.093, H39 1.092
4 C -4.056 0.833 -1.036  C3 1.531, C5 1.533, H36 1.092, H37 1.091
5 C -3.429 1.504 0.192  C4 1.533, C6 1.526, H34 1.091, H35 1.090
6 C -2.078 0.909 0.577  C5 1.526, O7 1.416, H32 1.095, H33 1.100
7 O -1.162 1.229 -0.455  C6 1.416, C8 1.355
8 C 0.102 0.744 -0.388  O7 1.355, C9 1.392, C13 1.397
9 C 0.615 -0.019 0.656  C8 1.392, C10 1.385, H31 1.079
10 C 1.929 -0.456 0.613  C9 1.385, C11 1.388, H30 1.080
11 C 2.755 -0.146 -0.458  C10 1.388, C12 1.391, C16 1.513
12 C 2.237 0.614 -1.501  C11 1.391, C13 1.378, H15 1.080
13 C 0.932 1.055 -1.468  C8 1.397, C12 1.378, H14 1.078
14 H 0.525 1.647 -2.272  C13 1.078
15 H 2.864 0.865 -2.343  C12 1.080
16 C 4.198 -0.602 -0.479  C11 1.513, H17 1.093, C18 1.515, C22 1.539
17 H 4.628 -0.392 -1.461  C16 1.093
18 C 4.203 -2.102 -0.265  C16 1.515, O19 1.201, O20 1.336
19 O 4.183 -2.657 0.801  C18 1.201
20 O 4.192 -2.762 -1.426  C18 1.336, H21 0.971
21 H 4.157 -3.721 -1.276  O20 0.971
22 C 5.030 0.094 0.613  C16 1.539, C23 1.520, H28 1.090, H29 1.090
23 C 5.002 1.599 0.397  C22 1.520, O24 1.209, N25 1.354
24 O 5.833 2.192 -0.251  C23 1.209
25 N 3.965 2.226 1.001  C23 1.354, H26 1.005, H27 1.007
26 H 3.208 1.710 1.412  N25 1.005
27 H 3.834 3.209 0.824  N25 1.007
28 H 4.636 -0.166 1.595  C22 1.090
29 H 6.064 -0.244 0.543  C22 1.090
30 H 2.308 -1.060 1.424  C10 1.080
31 H 0.005 -0.283 1.506  C9 1.079
32 H -2.144 -0.179 0.690  C6 1.095
33 H -1.735 1.343 1.528  C6 1.100
34 H -3.262 2.561 -0.022  C5 1.091
35 H -4.105 1.439 1.046  C5 1.090
36 H -4.588 1.597 -1.608  C4 1.092
37 H -3.257 0.453 -1.674  C4 1.091
38 H -5.542 -0.534 -1.688  C3 1.093
39 H -5.834 0.092 -0.072  C3 1.092
40 H -5.021 -2.430 -0.545  C2 1.093
41 H -3.432 -1.687 -0.480  C2 1.092
42 H -4.014 -0.807 1.835  C1 1.086
43 H -4.101 -2.565 1.734  C1 1.088
44 H -5.578 -1.605 1.699  C1 1.088

# 5
# C16H23NO4

A single C16H23NO4 molecule (the ωB97M-V functional and the def2-TZVPD basis, OMol25).

**Total charge**: 0
**SMILES**: CCCCCCOc1ccc([C@@H](CC(N)=O)C(=O)O)cc1

Last columns: bonded neighbours and bond lengths (Å).
Atoms and positions in Å:
1 C 1.708 -5.428 2.988  C2 1.524, H42 1.088, H43 1.087, H44 1.088
2 C 2.022 -3.939 3.089  C1 1.524, C3 1.529, H40 1.093, H41 1.092
3 C 2.430 -3.317 1.754  C2 1.529, C4 1.526, H38 1.093, H39 1.093
4 C 1.290 -3.265 0.740  C3 1.526, C5 1.527, H36 1.092, H37 1.091
5 C 1.711 -2.561 -0.548  C4 1.527, C6 1.530, H34 1.092, H35 1.092
6 C 0.551 -2.471 -1.542  C5 1.530, O7 1.412, H32 1.094, H33 1.098
7 O -0.538 -1.718 -1.050  C6 1.412, C8 1.360
8 C -0.451 -0.363 -0.981  O7 1.360, C9 1.397, C13 1.391
9 C -1.512 0.275 -0.335  C8 1.397, C10 1.378, H31 1.079
10 C -1.556 1.649 -0.231  C9 1.378, C11 1.392, H30 1.078
11 C -0.538 2.433 -0.765  C10 1.392, C12 1.387, C16 1.506
12 C 0.517 1.795 -1.402  C11 1.387, C13 1.384, H15 1.081
13 C 0.570 0.416 -1.515  C8 1.391, C12 1.384, H14 1.079
14 H 1.412 -0.030 -2.020  C13 1.079
15 H 1.322 2.382 -1.822  C12 1.081
16 C -0.578 3.937 -0.715  C11 1.506, H17 1.096, C18 1.523, C22 1.548
17 H 0.423 4.332 -0.920  C16 1.096
18 C -0.986 4.494 0.642  C16 1.523, O19 1.199, O20 1.336
19 O -1.307 3.860 1.607  C18 1.199
20 O -0.901 5.827 0.648  C18 1.336, H21 0.970
21 H -1.232 6.181 1.488  O20 0.970
22 C -1.528 4.511 -1.794  C16 1.548, C23 1.520, H28 1.090, H29 1.090
23 C -2.974 4.200 -1.443  C22 1.520, O24 1.210, N25 1.354
24 O -3.612 4.854 -0.650  C23 1.210
25 N -3.500 3.143 -2.107  C23 1.354, H26 1.005, H27 1.007
26 H -2.921 2.508 -2.626  N25 1.005
27 H -4.423 2.835 -1.848  N25 1.007
28 H -1.414 5.595 -1.816  C22 1.090
29 H -1.263 4.095 -2.767  C22 1.090
30 H -2.377 2.115 0.289  C10 1.078
31 H -2.296 -0.337 0.081  C9 1.079
32 H 0.134 -3.467 -1.714  C6 1.094
33 H 0.895 -2.073 -2.506  C6 1.098
34 H 2.064 -1.556 -0.308  C5 1.092
35 H 2.530 -3.105 -1.022  C5 1.092
36 H 0.441 -2.732 1.173  C4 1.092
37 H 0.962 -4.277 0.497  C4 1.091
38 H 2.782 -2.298 1.937  C3 1.093
39 H 3.264 -3.884 1.332  C3 1.093
40 H 2.839 -3.800 3.801  C2 1.093
41 H 1.150 -3.410 3.480  C2 1.092
42 H 2.551 -5.966 2.559  C1 1.088
43 H 0.834 -5.602 2.366  C1 1.087
44 H 1.506 -5.838 3.975  C1 1.088

Summary of relative energy (zero: lowest compared OMol25 entry of this formula, charge and spin) in eV
1.704 6.560 13.765 0.237 0.232
(order as listed above)
Summary of gap between HOMO and LUMO in eV
9.155 9.428 7.804 9.322 9.206
(order as listed above)